DFT (the ωB97M-V functional and the def2-TZVPD basis) results for a 12-piece molecular cluster, H24O12 overall.

XYZ file:
```
36
Properties=species:S:1:pos:R:3:forces:R:3:nbo_charge:R:1
O -1.8437 0.5403 -2.7128 -0.149 0.007 -0.319 -0.947
H -1.8798 0.6085 -1.7587 -0.126 0.078 0.456 0.481
H -0.9098 0.5698 -2.9204 0.296 0.087 -0.051 0.464
O 0.3610 -3.3083 -1.2837 -0.860 -0.079 -0.162 -0.962
H 1.0645 -2.6669 -1.1836 0.733 -0.013 0.223 0.486
H 0.6968 -3.9346 -1.9250 0.064 -0.132 -0.100 0.460
O -2.4692 1.6742 0.3179 0.256 -0.125 -0.256 -0.963
H -3.3339 1.5206 0.6988 -0.211 -0.263 0.329 0.490
H -2.5192 2.5600 -0.0414 0.069 0.260 -0.152 0.476
O 1.7710 -0.4712 2.3167 0.509 0.092 0.341 -0.956
H 1.2579 -1.0699 2.8594 -0.139 -0.119 0.123 0.467
H 1.3328 -0.4833 1.4658 -0.223 0.005 -0.305 0.480
O 2.7277 -2.0229 -0.7783 -0.127 -0.359 -0.222 -0.982
H 2.8779 -1.1134 -1.0361 0.139 0.826 0.115 0.504
H 3.6051 -2.3873 -0.6613 0.093 -0.181 0.205 0.483
O -3.0837 0.0161 2.7584 -0.750 0.049 -0.116 -0.986
H -3.4862 0.4705 3.4985 -0.133 -0.015 0.149 0.484
H -2.1501 0.2131 2.8348 0.727 0.479 0.170 0.509
O 1.1840 2.9114 -0.8966 0.161 0.149 0.168 -0.958
H 0.4788 2.2890 -1.0741 -0.278 -0.459 0.053 0.486
H 1.0854 3.5843 -1.5702 0.060 0.211 -0.151 0.472
O -0.6434 1.2551 2.9302 -0.277 0.100 0.194 -0.968
H -0.1076 1.8257 3.4812 0.176 -0.048 0.218 0.487
H -0.3205 1.4069 2.0420 0.167 -0.041 -0.411 0.496
O 1.4732 -0.0311 -2.8473 -0.323 0.205 0.226 -0.958
H 0.9131 -0.6874 -3.2617 -0.161 -0.413 -0.153 0.479
H 2.2639 -0.0155 -3.3865 0.254 0.053 -0.103 0.480
O -2.7602 -2.2606 1.4222 0.345 -0.534 -0.455 -0.966
H -2.9642 -1.4091 1.8091 -0.304 0.318 0.471 0.484
H -3.5331 -2.4788 0.9013 -0.081 -0.151 -0.176 0.460
O 3.2529 0.7640 -0.4389 0.444 -0.521 -0.065 -0.958
H 2.4072 1.1371 -0.1902 -0.310 0.319 0.079 0.495
H 3.6224 1.3966 -1.0549 -0.031 0.261 -0.078 0.472
O 0.0638 0.1773 0.0375 0.281 0.382 -0.072 -0.986
H -0.8229 -0.1180 0.2443 -0.501 -0.133 0.171 0.501
H 0.3880 -0.4622 -0.5967 0.213 -0.297 -0.345 0.492
```
Forces are in eV/Å.

The value obtained for the HOMO-LUMO gap is 10.48 eV. The total energy comes out at -24960.3668 eV. Its SMILES is O.O.O.O.O.O.O.O.O.O.O.O.

DFT (the ωB97M-V functional and the def2-TZVPD basis) results for C19H30BN13SeTi as an isolated structure.

XYZ file:
```
65
Properties=species:S:1:pos:R:3:forces:R:3:nbo_charge:R:1
Ti 0.2883 -0.1540 0.2096 -0.816 0.876 -0.789 1.792
N -1.3387 1.2451 0.7668 0.030 -0.031 0.094 -0.893
C -1.5424 2.5035 0.0170 0.059 0.007 -0.350 -0.224
C -1.7472 2.1280 -1.4308 -0.016 0.040 0.252 -0.238
N -0.6679 1.2297 -1.8967 0.228 -0.132 0.054 -0.458
C -1.2259 0.3319 -2.9256 -0.181 -0.181 0.010 -0.232
C -2.2281 -0.6643 -2.3422 0.116 0.097 -0.069 -0.248
N -1.8129 -1.1536 -1.0041 0.220 0.194 -0.130 -0.826
C 0.4632 2.0252 -2.4360 0.158 0.041 0.084 -0.244
C 1.7834 1.6891 -1.7592 -0.161 0.032 -0.233 -0.233
N 1.5455 1.5340 -0.3056 0.357 0.092 -0.270 -0.880
H -2.2001 0.7116 0.6765 0.017 -0.116 -0.036 0.401
H -1.2898 1.5056 1.7538 -0.119 -0.004 0.040 0.446
H -0.6859 3.1623 0.1648 0.013 -0.028 0.050 0.203
H -2.4170 3.0371 0.3904 0.035 0.007 0.086 0.250
H -1.8259 3.0170 -2.0604 -0.004 -0.033 -0.054 0.235
H -2.6981 1.6025 -1.5053 0.001 0.008 -0.025 0.214
H -0.4136 -0.2106 -3.3924 -0.059 0.130 -0.048 0.217
H -1.7266 0.9107 -3.7096 0.046 0.029 -0.011 0.223
H -2.3233 -1.4891 -3.0491 -0.056 -0.021 0.024 0.235
H -3.2159 -0.2139 -2.2659 -0.008 -0.020 0.038 0.215
H -1.4795 -2.1080 -1.0932 0.058 -0.024 0.073 0.402
H -2.6394 -1.2320 -0.4193 0.058 -0.010 0.128 0.394
H 0.2626 3.0861 -2.2750 -0.040 -0.005 -0.010 0.221
H 0.5599 1.8876 -3.5140 -0.051 0.027 -0.018 0.240
H 2.4996 2.4875 -1.9596 0.049 -0.030 0.061 0.241
H 2.2186 0.7637 -2.1256 0.019 -0.046 0.026 0.215
H 1.1951 2.4113 0.0702 -0.079 -0.010 0.169 0.418
H 2.4428 1.4131 0.1531 0.007 0.030 0.114 0.424
C 1.0530 -2.9102 -3.1222 -0.074 0.020 -0.005 -0.316
C 1.1909 -1.6048 -2.6634 0.141 -0.161 -0.012 0.003
N 0.9601 -1.5374 -1.3500 -0.203 0.056 -0.047 -0.425
N 0.6945 -2.8114 -0.9364 0.090 -0.110 -0.008 -0.353
C 0.7354 -3.6410 -1.9978 -0.105 0.063 -0.122 0.039
B 0.9196 -3.2493 0.5680 0.099 0.061 -0.002 0.943
N -0.2815 -2.7853 1.4426 -0.213 -0.331 0.189 -0.327
C -0.9439 -3.4217 2.4215 0.035 0.097 -0.196 0.078
C -1.7636 -2.5131 3.0750 0.055 -0.039 0.046 -0.297
C -1.5261 -1.3069 2.4549 -0.068 -0.114 -0.027 0.015
N -0.6399 -1.4617 1.4523 0.158 -0.573 0.421 -0.481
N 2.1376 -2.3913 1.0230 0.150 -0.225 -0.112 -0.331
C 3.3096 -2.8014 1.5301 0.061 0.120 0.111 0.043
C 4.1368 -1.7041 1.6680 -0.006 0.004 -0.002 -0.295
C 3.3766 -0.6346 1.2220 0.125 -0.092 0.013 -0.012
N 2.1647 -1.0543 0.8247 -0.042 0.169 0.361 -0.414
N 1.2684 -4.7080 0.5900 0.166 -0.031 0.019 -0.427
C 2.3384 -5.2739 -0.0575 0.053 0.081 -0.010 -0.062
C 2.3320 -6.6124 0.2003 0.015 -0.018 -0.052 -0.313
C 1.2044 -6.8037 1.0272 -0.004 0.069 0.021 -0.015
N 0.5795 -5.6708 1.2563 -0.407 0.176 0.211 -0.287
H 1.1819 -3.2700 -4.1283 0.016 -0.007 0.018 0.269
H 1.4832 -0.7507 -3.2496 -0.048 0.061 0.105 0.227
H 0.5527 -4.6976 -1.8927 0.049 0.012 0.082 0.268
H -0.7808 -4.4747 2.5652 0.015 -0.123 -0.001 0.290
H -2.4224 -2.6983 3.9052 0.006 -0.037 -0.014 0.271
H -1.9511 -0.3503 2.7141 0.069 0.029 -0.056 0.239
H 3.4868 -3.8360 1.7712 -0.057 -0.003 -0.030 0.263
H 5.1453 -1.6818 2.0423 -0.019 0.000 -0.001 0.269
H 3.6802 0.4002 1.2051 -0.075 0.011 -0.016 0.226
H 3.0191 -4.6817 -0.6498 -0.006 -0.014 0.007 0.227
H 3.0273 -7.3551 -0.1511 0.006 0.031 -0.002 0.256
H 0.8358 -7.7191 1.4617 -0.010 0.015 -0.003 0.235
Se 1.1592 0.8125 2.6750 0.509 -0.451 -0.323 0.041
C -0.2306 1.7580 3.3484 -0.318 0.407 0.190 -0.032
N -1.1865 2.3364 3.6479 -0.042 -0.076 -0.014 -0.325
```
Forces are in eV/Å.

The value obtained for the HOMO-LUMO gap is 6.66 eV. The total energy comes out at -128689.1232 eV. The charge is +2.